Entry 1:
DFT (ωB97M-V/def2-TZVPD) results for a molecular structure, C6H10O5V in a non-equilibrium geometry.

Last column: Löwdin spin population.
Element x y z (Å)
O -3.068 2.514 -0.281  0.071
C -2.168 1.724 -0.346  0.088
C -2.364 0.230 -0.133  0.029
O -1.184 -0.518 -0.156  0.003
C -0.500 -0.579 1.073  0.004
C 0.763 -1.392 0.938  0.012
O 1.661 -0.861 -0.054  0.045
C 1.685 -1.586 -1.295  0.011
H -2.924 0.089 0.809  0.002
H -2.998 -0.132 -0.958  0.001
H -1.134 -1.052 1.843  0.000
H -0.239 0.430 1.444  0.002
H 1.304 -1.384 1.893  0.002
H 0.532 -2.430 0.669  0.001
H 2.381 -1.069 -1.965  0.003
H 2.050 -2.603 -1.109  0.000
H 0.679 -1.598 -1.728  0.001
O 1.365 2.361 0.954  0.161
C 0.960 2.589 -0.211  0.509
O 1.660 2.218 -1.181  0.161
V 2.403 0.855 0.110  2.882
H -0.866 2.194 -0.316  0.011

Results
2S+1: 5
Charge: +1
Relative energy (zero: lowest compared OMol25 entry of this formula, charge and spin), kJ/mol: 0.0
⟨S²⟩: 6.015
Kohn-Sham gap (spin up / spin down), eV: 7.874 / 7.670

=====

Entry 2:
DFT (ωB97M-V/def2-TZVPD) results for C10H19NO4S in the gas phase in a non-equilibrium geometry.

Last column: natural (NBO) charge in e.
Element x y z (Å)
C -0.309 -2.909 0.404  -0.745
C -1.624 -2.899 -0.576  0.668
O -2.611 -3.779 -0.283  -0.546
N -1.852 -2.008 -1.777  -0.673
C -1.575 -0.566 -1.411  -0.250
C -2.709 0.142 -0.464  -0.438
C -2.186 0.604 1.022  -0.419
C -1.135 1.862 1.028  -0.430
C 0.444 1.453 0.869  0.053
C 0.958 1.903 -0.621  -0.451
C 2.554 1.671 -0.910  -0.432
C 3.198 0.325 -0.232  -0.624
S 2.415 -0.143 1.430  2.114
O 3.043 0.707 2.561  -0.874
O 2.688 -1.647 1.822  -0.863
O 0.733 0.058 1.236  -0.673
H -0.016 -4.032 0.584  0.264
H 0.641 -2.354 -0.061  0.224
H -0.561 -2.428 1.461  0.264
H -1.075 -2.257 -2.460  0.374
H -1.575 0.041 -2.439  0.207
H -0.478 -0.508 -1.007  0.184
H -3.552 -0.681 -0.274  0.244
H -3.213 1.071 -0.985  0.216
H -3.155 0.978 1.611  0.223
H -1.818 -0.350 1.608  0.227
H -1.424 2.572 0.128  0.220
H -1.321 2.498 2.021  0.235
H 1.044 2.133 1.646  0.223
H 0.364 1.438 -1.516  0.227
H 0.777 3.081 -0.691  0.239
H 3.235 2.613 -0.656  0.236
H 2.660 1.531 -2.091  0.232
H 3.093 -0.648 -0.909  0.262
H 4.339 0.526 -0.069  0.282

Results
SMILES: CC(=O)NCCCC[C@@H]1CCCS(=O)(=O)O1
Charge: 0
Relative energy (zero: lowest compared OMol25 entry of this formula, charge and spin), kJ/mol: 750.6
Kohn-Sham gap, eV: 9.958